No. 1
{"formula": "C8H24O4S4", "method": "ωB97M-V/def2-TZVPD", "charge": -1, "e_above_lowest_kcal_mol": 1.9, "homo_lumo_gap_ev": [2.1568, 8.8470], "lumo_ev": [2.50, 2.47], "energy_ha": -2212.6810, "spin_multiplicity": 2, "elements": ["C", "S", "O", "C", "H", "H", "H", "H", "H", "H", "C", "S", "O", "C", "H", "H", "H", "H", "H", "H", "C", "S", "O", "C", "H", "H", "H", "H", "H", "H", "C", "S", "O", "C", "H", "H", "H", "H", "H", "H"], "xyz": [[-0.5517, 3.3538, 0.2906], [-2.1260, 3.1954, -0.5019], [-2.1045, 1.7065, -0.7310], [-3.2354, 3.5280, 1.0095], [-0.0308, 2.4071, 0.4336], [-0.6571, 4.0316, 1.1378], [0.2430, 3.8442, -0.2716], [-4.2171, 3.1446, 0.7311], [-3.3927, 4.5534, 1.3443], [-2.8556, 2.9736, 1.8676], [-4.3687, -3.4255, -3.0998], [-4.8211, -1.6203, -3.0324], [-6.0248, -1.4910, -2.0998], [-3.3610, -1.0256, -1.9719], [-4.7695, -3.9763, -2.2489], [-3.3250, -3.7383, -3.0688], [-4.8374, -3.8702, -3.9776], [-3.4346, -1.3418, -0.9314], [-3.2769, 0.0569, -1.8764], [-2.4710, -1.4506, -2.4360], [0.0055, -0.4905, -0.7140], [0.8519, -2.0048, -1.4870], [0.7720, -2.0118, -3.0256], [2.5042, -1.5266, -0.9924], [0.0724, 0.2368, -1.5230], [0.3802, -0.1744, 0.2595], [-1.0643, -0.5684, -0.9081], [2.4624, -1.3779, 0.0866], [2.7341, -0.5791, -1.4797], [3.2394, -2.2710, -1.2980], [4.4933, 1.2337, 3.4133], [5.4904, 0.2522, 2.2039], [6.9149, 0.1315, 2.8548], [4.5390, -1.3248, 2.6984], [4.6207, 2.2787, 3.1310], [4.9301, 1.1591, 4.4092], [3.4340, 1.0123, 3.5434], [4.8261, -1.4870, 3.7373], [4.9557, -1.9951, 1.9467], [3.4561, -1.3486, 2.5762]], "mulliken_spin": [0.2899, 0.0828, -0.1727, 0.1812, 0.5152, -0.1737, -0.2989, -0.0168, -0.0123, -0.0756, 0.0064, 0.0059, -0.0003, -0.0171, -0.0002, -0.0023, -0.0002, -0.0108, 0.0262, 0.0018, 0.3885, -0.0129, 0.0001, -0.1571, 0.0305, -0.1016, 0.0424, 0.1449, -0.0672, -0.0120, 0.5987, -0.0846, -0.0164, 0.4358, -0.0342, -0.0067, -0.2984, -0.1098, -0.0459, -0.0227]}



No. 2
{"formula": "C8H24O4S4", "method": "ωB97M-V/def2-TZVPD", "e_above_lowest_kcal_mol": 35.4, "homo_lumo_gap_ev": 8.9949, "lumo_ev": 0.46, "energy_ha": -2212.7259, "elements": ["C", "S", "O", "C", "H", "H", "H", "H", "H", "H", "C", "S", "O", "C", "H", "H", "H", "H", "H", "H", "C", "S", "O", "C", "H", "H", "H", "H", "H", "H", "C", "S", "O", "C", "H", "H", "H", "H", "H", "H"], "xyz": [[-2.6028, -4.2303, 5.2469], [-2.6327, -3.2973, 3.6862], [-2.1479, -4.2178, 2.5734], [-4.4064, -2.8249, 3.5385], [-3.1594, -3.6395, 5.9744], [-1.5752, -4.4068, 5.5645], [-3.0730, -5.2045, 5.1124], [-4.0587, -2.0358, 2.8719], [-4.6815, -2.4215, 4.5130], [-5.0839, -3.5612, 3.1061], [1.4777, 2.5180, -5.5726], [-0.0107, 1.9265, -4.7171], [0.4094, 0.8708, -3.7139], [-0.4766, 3.3646, -3.6286], [1.2550, 3.4802, -6.0339], [1.8140, 1.7106, -6.2230], [2.2321, 2.6793, -4.8026], [-0.2155, 3.0609, -2.6149], [-1.5362, 3.4111, -3.8798], [0.0413, 4.2978, -3.8505], [4.1859, 0.5973, -1.7625], [2.8148, -0.0024, -0.6390], [3.3199, -1.1237, 0.2483], [2.7233, 1.5200, 0.3836], [4.9603, 0.9773, -1.0961], [3.8088, 1.4369, -2.3464], [4.7153, -0.1189, -2.3909], [2.4982, 1.2949, 1.4261], [1.9613, 2.2337, 0.0706], [3.6822, 2.0363, 0.3372], [-0.3379, -1.1224, 1.6619], [-1.0612, 0.5352, 1.6471], [-0.0560, 1.4852, 2.2363], [-0.9877, 0.8281, -0.1752], [-0.9220, -1.7077, 0.9517], [-0.4906, -1.5956, 2.6319], [0.7105, -1.0677, 1.3687], [-1.6601, 1.6138, -0.5196], [-1.3963, -0.1368, -0.4754], [-0.0374, 0.8364, -0.7089]], "nbo_charge": [-0.8192, 1.1839, -0.9591, -0.8040, 0.2229, 0.2431, 0.2327, 0.2317, 0.2306, 0.2422, -0.8205, 1.1961, -0.9837, -0.8053, 0.2312, 0.2457, 0.2283, 0.2505, 0.2328, 0.2256, -0.8044, 1.2014, -0.9663, -0.8328, 0.2167, 0.2224, 0.2437, 0.2761, 0.2360, 0.2156, -0.8288, 1.2227, -1.0025, -0.8247, 0.2334, 0.2426, 0.2513, 0.2288, 0.2203, 0.2431]}



No. 3
{"formula": "C8H24O8", "method": "ωB97M-V/def2-TZVPD", "smiles": "OCCO.OCCO.OCCO.OCCO", "e_above_lowest_kcal_mol": 50.4, "homo_lumo_gap_ev": 10.0285, "lumo_ev": 0.24, "energy_ha": -920.9865, "elements": ["O", "C", "C", "O", "H", "H", "H", "H", "H", "H", "O", "C", "C", "O", "H", "H", "H", "H", "H", "H", "O", "C", "C", "O", "H", "H", "H", "H", "H", "H", "O", "C", "C", "O", "H", "H", "H", "H", "H", "H"], "xyz": [[0.0846, 0.0433, -2.7908], [1.4885, -0.3281, -2.8494], [1.8477, -0.9954, -4.2747], [2.1364, -0.2803, -5.3730], [-0.2120, 0.3914, -3.6349], [2.1945, 0.4865, -2.6876], [1.5813, -1.0462, -2.0347], [1.1574, -1.8197, -4.4541], [2.8425, -1.4079, -4.1066], [1.4222, 0.3327, -5.5621], [-1.0229, 1.2136, -0.4342], [-1.7545, 0.0644, 0.1329], [-1.9083, 0.2952, 1.6080], [-0.6876, 0.5835, 2.2406], [-0.5009, 1.0202, -1.2163], [-2.7452, -0.1291, -0.2784], [-1.4015, -0.9486, -0.0603], [-2.4434, -0.4892, 2.1432], [-2.4324, 1.2335, 1.7897], [-0.1241, 1.0864, 1.6480], [0.0106, 5.1885, 2.6810], [-1.0027, 4.1274, 2.6997], [-1.5849, 3.8301, 4.1119], [-0.4875, 3.3251, 4.8976], [-0.4540, 6.0168, 2.8214], [-1.6666, 4.3150, 1.8557], [-0.4116, 3.3011, 2.3050], [-2.3553, 3.0631, 4.0314], [-1.8815, 4.7657, 4.5858], [-0.2175, 2.4712, 4.5516], [2.5088, -3.6966, -0.3085], [1.2674, -3.8330, 0.1944], [0.1532, -3.8269, -0.7917], [0.3106, -4.8594, -1.6966], [3.1666, -4.2962, 0.0510], [1.3543, -4.6985, 0.8513], [1.1323, -2.9611, 0.8344], [0.2137, -2.8892, -1.3441], [-0.8448, -3.7674, -0.3576], [1.2668, -4.8818, -1.7790]], "nbo_charge": [-0.7510, -0.0994, -0.0886, -0.6828, 0.4700, 0.1733, 0.1955, 0.1578, 0.1819, 0.4549, -0.7649, -0.1027, -0.0836, -0.7425, 0.5085, 0.1721, 0.1729, 0.1870, 0.1589, 0.4827, -0.7194, -0.1045, -0.0925, -0.7214, 0.4548, 0.1723, 0.1795, 0.1743, 0.1839, 0.4711, -0.7358, -0.0888, -0.0889, -0.7030, 0.4867, 0.1640, 0.1624, 0.1507, 0.1888, 0.4657]}



No. 4
{"formula": "C8H25InO5", "method": "ωB97M-V/def2-TZVPD", "charge": 2, "homo_lumo_gap_ev": 3.0816, "lumo_ev": -13.40, "energy_ha": -885.2259, "elements": ["In", "O", "H", "C", "C", "O", "H", "H", "H", "H", "H", "H", "C", "C", "O", "H", "H", "H", "H", "H", "H", "C", "C", "O", "H", "H", "H", "H", "H", "H", "C", "C", "O", "H", "H", "H", "H", "H", "H"], "xyz": [[1.5759, -3.3687, -1.4821], [1.2703, -0.9860, -0.1394], [1.7847, -0.7316, 0.6466], [0.8424, 2.6504, -3.1512], [0.5361, 1.7227, -1.9665], [1.7241, 1.5057, -1.2577], [-0.0781, 3.1160, -3.5122], [1.1972, 2.0707, -4.0036], [1.5079, 3.4601, -2.8628], [0.1413, 0.7922, -2.3995], [-0.2325, 2.2069, -1.3358], [1.5959, 0.6906, -0.7097], [4.1739, 1.8820, 2.6811], [2.8417, 1.4988, 2.0641], [2.2082, 0.5416, 2.8844], [3.9083, 2.5903, 3.4773], [4.8753, 2.4047, 2.0373], [4.6050, 1.0465, 3.2303], [2.9132, 1.0633, 1.0390], [2.1839, 2.3523, 1.8632], [1.4472, 0.9421, 3.3308], [-2.8986, -4.6753, -1.3128], [-2.8304, -3.1733, -1.1298], [-1.4985, -2.6816, -1.2402], [-2.0807, -5.1491, -0.7609], [-2.7358, -4.9271, -2.3634], [-3.8236, -5.1378, -0.9828], [-3.2400, -2.9203, -0.1458], [-3.4196, -2.6838, -1.9239], [-1.5339, -1.7985, -0.8296], [-2.7556, 1.1800, 1.1813], [-1.4271, 0.4960, 1.4092], [-1.2121, -0.4289, 0.3448], [-3.4914, 0.3675, 1.1585], [-2.7681, 1.7636, 0.2656], [-3.1425, 1.7556, 2.0222], [-1.3271, -0.0360, 2.3610], [-0.5990, 1.2215, 1.2973], [-0.2381, -0.6230, 0.2155]], "nbo_charge": [1.0495, -0.9543, 0.4811, -0.6276, -0.1019, -0.4768, 0.2428, 0.2460, 0.2483, 0.2165, 0.2578, 0.5064, -0.6302, -0.0621, -0.6008, 0.2438, 0.2510, 0.2480, 0.1877, 0.1909, 0.4972, -0.6370, -0.0834, -0.6629, 0.2147, 0.2258, 0.2562, 0.1985, 0.2232, 0.5043, -0.6466, -0.0715, -0.5965, 0.2397, 0.2328, 0.2592, 0.2263, 0.2086, 0.4953]}